C58H70FN2OP | wB97M-V/def2-TZVPD

Element x y z (Å)
C1 -2.8369 3.0596 -1.1586
C2 -1.5808 3.9100 -1.3393
P1 -0.1090 2.8622 -1.7303
C3 1.0524 3.9036 -2.6928
C4 0.6666 2.5160 -0.0538
N1 -0.5021 2.0621 0.7258
C5 -0.7008 0.7227 0.3175
O1 -1.7221 0.1189 0.4138
C6 0.6124 0.1738 -0.3273
F1 0.4224 -0.0989 -1.6683
C7 1.5812 1.2880 0.0376
C8 1.9751 1.1323 1.5381
C9 3.0440 0.0542 1.8262
C10 3.0185 -0.4620 3.2751
C11 2.8528 0.6963 4.2688
C12 2.0295 -1.6180 3.5885
C13 1.0754 -2.0378 2.4744
C14 0.0387 -3.0229 3.0038
C15 -1.2117 -3.0729 2.4757
C16 -2.4092 -3.0870 3.3957
C17 -1.4093 -3.0918 0.9842
C18 2.9037 1.4041 -0.7010
C19 3.3708 0.3393 -1.4728
C20 4.5809 0.4603 -2.1541
C21 5.2372 1.6698 -1.9597
C22 4.7280 2.6653 -1.1433
N2 3.5469 2.5538 -0.5226
H1 -2.8493 2.6114 -0.1692
H2 -3.7248 3.6904 -1.2303
H3 -2.9290 2.2637 -1.8955
H4 -1.4076 4.4802 -0.4226
H5 -1.7244 4.6116 -2.1610
H6 0.4970 4.2189 -3.5770
H7 1.3938 4.8095 -2.1901
H8 1.8798 3.3001 -3.0555
H9 1.1118 3.4637 0.2437
H10 -0.4537 2.2301 1.7195
H11 0.9498 -0.7733 0.0869
H12 1.1252 0.9241 2.1846
H13 2.3689 2.1044 1.8304
H14 4.0058 0.5559 1.6954
H15 3.0215 -0.7402 1.0828
H16 4.0179 -0.8573 3.4670
H17 3.1962 0.4195 5.2621
H18 3.4988 1.5112 3.9324
H19 1.8284 1.0623 4.2826
H20 2.6218 -2.4986 3.8481
H21 1.4161 -1.4099 4.4678
H22 0.5243 -1.1646 2.1384
H23 1.6119 -2.4811 1.6282
H24 0.3337 -3.7195 3.7842
H25 -3.3365 -3.2434 2.8469
H26 -2.2773 -3.8512 4.1646
H27 -2.4596 -2.1063 3.8609
H28 -0.6478 -2.4985 0.4802
H29 -1.3644 -4.1153 0.6201
H30 -2.3643 -2.6361 0.7227
H31 2.8158 -0.5828 -1.5538
H32 4.9768 -0.3224 -2.7820
H33 6.1853 1.8640 -2.4465
H34 5.2778 3.5824 -0.9839
C23 -7.3641 0.4712 -1.6909
C24 -7.8287 -0.5637 -0.8906
C25 -6.9613 -1.2105 -0.0206
C26 -5.6296 -0.8246 0.0459
C27 -5.1632 0.2046 -0.7596
C28 -6.0308 0.8534 -1.6269
H35 -8.0402 0.9808 -2.3658
H36 -8.8673 -0.8671 -0.9436
H37 -7.3241 -2.0157 0.6057
H38 -4.9519 -1.3260 0.7256
H39 -4.1228 0.4986 -0.7085
H40 -5.6672 1.6579 -2.2540
C29 3.0753 -0.8321 8.9628
C30 3.3675 -1.5150 7.7903
C31 2.4658 -2.4401 7.2828
C32 1.2732 -2.6854 7.9486
C33 0.9845 -2.0081 9.1252
C34 1.8847 -1.0807 9.6316
H41 3.7757 -0.1064 9.3559
H42 4.2987 -1.3256 7.2710
H43 2.6920 -2.9700 6.3666
H44 0.5690 -3.4046 7.5503
H45 0.0567 -2.2025 9.6478
H46 1.6584 -0.5513 10.5482
C35 -11.8769 -0.3427 -4.3442
C36 -12.5694 -1.4082 -4.9020
C37 -12.0261 -2.6849 -4.8646
C38 -10.7886 -2.8954 -4.2725
C39 -10.0919 -1.8287 -3.7214
C40 -10.6372 -0.5529 -3.7563
H47 -12.3030 0.6520 -4.3681
H48 -13.5335 -1.2437 -5.3657
H49 -12.5676 -3.5164 -5.2971
H50 -10.3659 -3.8913 -4.2411
H51 -9.1242 -1.9918 -3.2640
H52 -10.0956 0.2791 -3.3250
C41 -2.8803 5.0145 3.2456
C42 -3.2435 5.2392 4.5658
C43 -3.1205 4.2221 5.5032
C44 -2.6387 2.9784 5.1203
C45 -2.2834 2.7513 3.7978
C46 -2.4011 3.7695 2.8614
H53 -2.9704 5.8086 2.5154
H54 -3.6225 6.2078 4.8656
H55 -3.4017 4.3989 6.5333
H56 -2.5426 2.1858 5.8512
H57 -1.9162 1.7757 3.4971
H58 -2.1256 3.5921 1.8309
C47 4.9855 -3.3655 -4.0581
C48 6.2540 -2.9080 -4.3865
C49 7.0162 -3.5896 -5.3255
C50 6.5106 -4.7299 -5.9331
C51 5.2441 -5.1910 -5.5995
C52 4.4809 -4.5085 -4.6633
H59 4.3875 -2.8321 -3.3293
H60 6.6502 -2.0189 -3.9113
H61 8.0047 -3.2304 -5.5831
H62 7.1037 -5.2602 -6.6669
H63 4.8518 -6.0831 -6.0702
H64 3.4930 -4.8669 -4.4044
C53 8.2931 2.3676 -5.8604
C54 9.0539 1.3532 -6.4244
C55 8.4794 0.1135 -6.6832
C56 7.1447 -0.1114 -6.3775
C57 6.3841 0.9043 -5.8141
C58 6.9570 2.1362 -5.5584
H65 8.7386 3.3323 -5.6552
H66 10.0967 1.5252 -6.6582
H67 9.0750 -0.6777 -7.1207
H68 6.6964 -1.0752 -6.5770
H69 5.3424 0.7322 -5.5710
H70 6.3580 2.9232 -5.1160

Summary:
SMILES: CCP(C)[C@H]1NC(=O)[C@@H](F)[C@@]1(CC[C@@H](C)CCC=C(C)C)c1ccccn1.c1ccccc1.c1ccccc1.c1ccccc1.c1ccccc1.c1ccccc1.c1ccccc1
Spin multiplicity: 1
Net charge: 0

C59H116As3F18N7O6 | wB97M-V/def2-TZVPD

Element x y z (Å)
C1 -1.6624 15.7351 10.3310
N1 -1.1124 14.7417 9.3918
C2 0.1977 14.7584 9.0244
C3 0.7092 13.8185 8.0853
C4 -0.1888 12.9983 7.3774
C5 -1.5530 13.1409 7.6735
C6 -1.9890 14.0250 8.6405
C7 0.1850 12.2445 6.0765
C8 -0.4892 11.0879 5.6423
C9 -0.0199 10.2762 4.6104
N2 1.1124 10.6466 4.0226
C10 1.7682 11.7768 4.3085
C11 1.3263 12.6344 5.2734
C12 1.6611 9.7304 3.0234
H1 -1.8128 16.6960 9.8389
H2 -1.0749 15.7209 11.2490
H3 -2.6650 15.4208 10.6211
H4 0.8245 15.3928 9.6335
H5 1.7788 13.8487 7.9388
H6 -2.3333 12.6145 7.1439
H7 -3.0409 14.1933 8.8181
H8 -1.3376 10.7165 6.1978
H9 -0.4136 9.3107 4.3290
H10 2.6980 11.9366 3.7829
H11 1.9610 13.4069 5.6817
H12 2.2270 10.3048 2.2900
H13 0.7981 9.3563 2.4726
H14 2.2841 8.9227 3.4077
C13 0.7645 26.9429 -16.7886
C14 -0.3067 27.3157 -15.7966
C15 -0.2490 26.3705 -14.5788
C16 -1.5282 26.3896 -13.8269
N3 -1.3579 25.7994 -12.3556
C17 -2.7112 25.9763 -11.6606
C18 -2.4353 25.8206 -10.1330
C19 -0.8719 26.1938 -9.9328
C20 -0.4181 26.5514 -11.3907
C21 -1.1332 24.2741 -12.4342
H15 1.7435 27.2155 -16.3944
H16 0.6814 27.5233 -17.7075
H17 0.8259 25.8869 -17.0515
H18 -1.2288 27.3620 -16.3759
H19 -0.0503 28.3168 -15.4500
H20 0.6337 26.6751 -14.0165
H21 -0.0376 25.3301 -14.8260
H22 -2.3202 25.8706 -14.3668
H23 -1.9090 27.4002 -13.6789
H24 -3.4837 25.2916 -12.0105
H25 -2.9894 27.0168 -11.8281
H26 -2.5864 24.7883 -9.8172
H27 -3.0722 26.3236 -9.4054
H28 -0.2947 25.4235 -9.4213
H29 -0.7636 27.1273 -9.3805
H30 0.6221 26.5228 -11.7152
H31 -0.6469 27.6043 -11.5557
H32 -1.0137 23.9307 -11.4067
H33 -0.1633 24.2174 -12.9284
H34 -1.9486 23.8615 -13.0282
C22 -16.0098 17.3596 -0.7263
C23 -14.9866 17.7975 0.3632
C24 -13.5740 17.3457 0.0361
C25 -12.9697 18.1011 -1.0731
N4 -11.4269 18.0819 -1.0063
C26 -10.8523 18.4493 -2.4071
C27 -9.5402 17.7126 -2.5349
C28 -9.8700 16.3749 -1.9049
C29 -10.7676 16.6995 -0.7151
C30 -10.8766 19.0578 0.0194
H35 -15.9120 17.6359 -1.7762
H36 -16.9987 17.7478 -0.4826
H37 -16.0307 16.2714 -0.7848
H38 -15.2851 17.4044 1.3350
H39 -14.9616 18.8609 0.6014
H40 -13.6386 16.3338 -0.3637
H41 -12.8522 17.3242 0.8526
H42 -13.2263 19.1406 -1.2776
H43 -13.0955 17.5353 -1.9962
H44 -10.7595 19.5335 -2.4693
H45 -11.5679 18.1282 -3.1640
H46 -8.7817 18.3013 -2.0190
H47 -9.1701 17.5949 -3.5534
H48 -8.9876 15.7911 -1.6426
H49 -10.3576 15.7193 -2.6264
H50 -10.3691 16.6210 0.2964
H51 -11.5170 15.9083 -0.6907
H52 -11.1715 20.0642 -0.2780
H53 -9.7885 19.0343 -0.0391
H54 -11.1642 18.7223 1.0158
C31 -3.0142 17.8062 1.3022
C32 -1.5411 17.6454 1.4713
C33 -0.6224 18.7013 0.7770
C34 -0.8293 18.6038 -0.7434
N5 0.2876 19.3250 -1.6212
C35 1.5427 18.4257 -1.7217
C36 1.4456 17.7053 -3.0561
C37 0.0681 18.0697 -3.6415
C38 -0.2739 19.4299 -3.0807
C39 0.5961 20.7628 -1.1410
H55 -3.3273 17.6043 0.2779
H56 -3.3564 18.8166 1.5258
H57 -3.5959 17.0000 1.7492
H58 -1.3226 16.6711 1.0341
H59 -1.3155 17.5467 2.5331
H60 0.4092 18.4609 1.0340
H61 -0.7920 19.6763 1.2340
H62 -1.7486 19.1741 -0.8767
H63 -0.9853 17.6211 -1.1885
H64 2.4329 19.0467 -1.6217
H65 1.5669 17.6920 -0.9160
H66 2.2316 18.0335 -3.7363
H67 1.5700 16.6236 -3.0064
H68 0.2199 18.0872 -4.7208
H69 -0.7148 17.3236 -3.5056
H70 0.2476 20.1967 -3.6535
H71 -1.3176 19.7428 -3.1116
H72 -0.4091 21.1173 -0.9131
H73 1.1667 21.2571 -1.9273
H74 1.0768 20.7458 -0.1628
C40 0.6466 27.4605 1.4280
C41 1.0127 27.5309 2.9232
C42 0.4987 26.2939 3.7129
C43 -0.0728 26.6290 5.1991
N6 -0.8553 25.5105 5.9913
C44 -1.2936 26.0408 7.4152
C45 -1.1585 24.9424 8.3876
C46 -0.4956 23.8108 7.5942
C47 0.1396 24.3508 6.3723
C48 -2.0120 24.9679 5.0298
H75 -0.4212 27.4699 1.2093
H76 1.0800 26.5281 1.0663
H77 0.8906 28.2733 0.7439
H78 0.7093 28.4751 3.3754
H79 2.0884 27.6887 3.0012
H80 1.2633 25.5289 3.8480
H81 -0.2290 25.7804 3.0844
H82 -0.7307 27.4978 5.2191
H83 0.8093 26.9583 5.7482
H84 -2.3524 26.2805 7.3167
H85 -0.7548 26.9703 7.5987
H86 -2.1518 24.6619 8.7380
H87 -0.4759 25.1829 9.2025
H88 -1.3297 23.1744 7.2987
H89 0.0274 23.0954 8.2290
H90 0.0878 23.6771 5.5170
H91 1.1603 24.7172 6.4823
H92 -2.5746 24.1972 5.5566
H93 -1.4604 24.4563 4.2410
H94 -2.7161 25.7727 4.8182
C49 9.8545 18.3692 -2.9919
C50 8.7161 19.0577 -2.1990
C51 9.2095 20.0632 -1.1711
C52 9.8950 21.3589 -1.7708
N7 10.3420 22.4153 -0.6978
C53 9.1103 22.9909 0.0342
C54 8.4864 24.0626 -1.0051
C55 9.6396 24.5180 -1.9106
C56 10.8294 23.6938 -1.4050
C57 11.4711 22.0056 0.2501
H95 10.4611 19.0593 -3.5784
H96 9.4341 17.6206 -3.6634
H97 10.4944 17.7615 -2.3522
H98 7.9279 18.4063 -1.8217
H99 8.1710 19.5562 -3.0005
H100 9.8505 19.5982 -0.4222
H101 8.3422 20.3944 -0.5999
H102 9.1698 21.8838 -2.3926
H103 10.7570 21.1593 -2.4073
H104 9.3678 23.4321 0.9971
H105 8.3839 22.2010 0.2250
H106 7.9650 24.8708 -0.4924
H107 7.6589 23.6174 -1.5576
H108 9.6648 25.5965 -1.7545
H109 9.3251 24.3814 -2.9453
H110 11.2498 24.4169 -0.7060
H111 11.5690 23.4412 -2.1648
H112 12.2610 21.5025 -0.3077
H113 11.1179 21.2897 0.9924
H114 11.8347 22.9053 0.7466
As1 5.4668 22.3490 -7.8606
F1 3.8562 21.5819 -8.1989
F2 6.2505 20.7414 -7.7388
F3 7.1410 23.1648 -7.4994
F4 4.7053 23.9560 -7.9117
F5 5.1907 22.3260 -6.0585
F6 5.8564 22.4265 -9.5951
As2 -1.3885 11.1953 -3.0860
F7 -1.7516 10.1704 -1.6699
F8 -2.4231 12.4277 -2.4269
F9 -1.1452 12.1984 -4.5517
F10 -0.2830 9.9458 -3.8110
F11 -2.8326 10.4546 -3.8213
F12 -0.0426 11.8961 -2.1776
As3 5.2228 18.8837 5.1937
F13 4.6009 20.1888 4.1534
F14 6.8919 19.2832 4.7601
F15 5.7821 17.5647 6.2832
F16 3.4727 18.4720 5.6718
F17 5.0828 17.7720 3.8094
F18 5.2465 20.0519 6.5592
O1 -8.6306 12.9166 4.4134
C58 -9.6532 13.6297 4.8310
O2 -10.7724 13.2942 4.3577
O3 -9.3335 14.5082 5.6545
H115 -8.1547 13.4120 5.0840
O4 -5.0878 25.5995 -1.3337
C59 -4.7104 24.3497 -1.4923
O5 -4.0280 24.0783 -2.4076
O6 -5.1944 23.5532 -0.6553
H116 -5.5940 24.9963 -0.7846

Summary:
Spin multiplicity: 1
Net charge: +2

| no. | HOMO level (eV) |
| --- | --- |
| 1 | -7.72 |
| 2 | -7.93 |